# 1
Below is C29H34MoNO4S4Te as an isolated structure in a non-equilibrium geometry, with properties calculated with ωB97M-V/def2-TZVPD.

Element x y z (Å)
Te 0.390 -0.305 0.010
Mo -0.969 -1.945 -1.817
S -3.238 -4.448 -1.505
S -2.771 -3.167 -2.974
S -5.244 -3.763 -0.900
S -5.518 -2.046 -1.733
O 0.037 -4.601 -2.796
O 2.039 -1.963 -1.787
O -2.564 0.481 -4.278
O -0.197 -3.377 -0.963
N -1.323 -0.462 -2.668
C -4.475 3.645 1.502
C 1.347 -0.574 4.340
C 0.469 -3.790 -1.994
C -1.632 0.550 -3.492
C -2.592 0.423 0.740
C 3.333 0.119 3.236
C 2.719 -0.022 2.000
C -3.024 -1.007 0.606
C 1.963 -3.379 -2.015
C -0.780 1.789 -3.435
C 3.507 0.235 0.751
C -2.052 3.113 1.174
C 1.377 -0.411 1.946
C -1.276 0.891 0.656
C -1.299 2.964 -3.974
C 2.570 -3.734 -3.365
C -3.611 1.329 1.029
C 1.255 2.955 -2.907
C -0.550 4.124 -3.970
C 0.390 2.785 0.851
C 0.724 4.126 -3.424
C -0.693 -1.267 3.090
C -1.009 2.247 0.891
C 3.301 0.095 5.754
C -3.368 2.673 1.231
C 0.704 -0.736 3.122
C 2.637 -4.134 -0.866
C 0.512 1.788 -2.922
C 2.653 -0.118 4.420
H 4.282 0.551 5.648
H -4.622 0.956 1.096
H -0.934 -1.783 4.017
H -1.843 4.160 1.336
H 2.257 2.946 -2.502
H 2.232 -3.789 0.086
H -0.960 5.027 -4.400
H -2.293 2.942 -4.397
H -1.397 -0.444 2.963
H 0.828 2.618 -0.135
H 2.147 -3.103 -4.149
H -2.414 -1.566 -0.144
H 1.308 5.034 -3.411
H 3.127 1.122 0.240
H 2.434 -5.197 -0.968
H -0.798 -1.966 2.255
H 2.875 -1.651 -2.164
H 4.365 0.436 3.278
H 3.407 -0.611 0.071
H 2.328 -4.767 -3.601
H 2.684 0.743 6.376
H -4.432 4.459 0.781
H 3.715 -3.973 -0.869
H 0.945 0.859 -2.563
H 0.815 -0.805 5.251
H -5.450 3.168 1.435
H 0.394 3.854 1.051
H -2.958 -1.525 1.563
H 4.560 0.382 0.978
H 3.416 -0.852 6.282
H 3.653 -3.618 -3.337
H -4.360 4.075 2.497
H -4.061 -1.044 0.281
H 1.007 2.281 1.596

The spin multiplicity is 2. As for the energy: -92793.0216 eV. The expectation value of S² is 0.756. The largest force on an atom is 4.19 eV Å⁻¹. Its net charge is 0.

***

# 2
Below is C11H8N2O as an isolated structure in a non-equilibrium geometry, with properties calculated with ωB97M-V/def2-TZVPD.

Element x y z (Å)
O -1.564 0.967 -0.857
N -0.856 4.297 -0.328
N -1.190 1.398 1.978
C 0.210 -1.639 -2.505
C -0.735 1.985 0.790
C 0.538 0.045 -0.408
C -0.694 0.021 -1.124
C -0.337 0.450 1.921
C 0.460 1.003 0.763
C -0.303 -0.698 2.772
C 1.553 -0.843 -0.693
C 1.395 -1.647 -1.813
C -0.946 3.275 0.200
C -0.879 -0.792 -2.236
H -0.500 -0.528 3.841
H 1.472 1.369 1.142
H -1.098 -1.311 2.513
H -1.906 -0.883 -2.631
H 0.248 -2.181 -3.435
H 0.517 -1.362 2.621
H 2.128 -2.277 -2.211
H 2.488 -0.648 -0.301

The spin multiplicity is 1. As for the energy: -16559.8454 eV. The largest force on an atom is 3.33 eV Å⁻¹. Its net charge is 0.

***

Energy relative to the best compared isomer or geometry (same formula, charge and spin) readings, ordered: 4.419 4.564 eV